Here is a 3-piece molecular cluster, C25H47N3O10S overall in a non-equilibrium geometry from the Open Molecules 2025 dataset. Energies are from the ωB97M-V functional and the def2-TZVPD basis.

Results
- LUMO (eV) = -1.2716
- energy (eV) = -62456.4368
- strongest force on any atom (eV Å⁻¹) = 4.8
- HOMO level (eV) = -8.460

ORCA input file:
```
! wB97M-V def2-TZVPD RIJCOSX def2/J DEFGRID3
* xyz 0 1
N -0.680 -0.583 -1.172
C -0.461 0.649 -2.025
C 0.760 0.442 -3.083
O 0.378 -0.767 -3.844
C 2.158 0.092 -2.381
C 2.926 1.309 -1.706
C 4.094 0.940 -0.720
C 4.970 1.992 0.048
C 6.101 1.466 1.064
O 6.471 2.419 2.081
C 5.363 2.745 2.948
O 4.493 1.628 3.246
C 3.096 1.964 3.038
C 2.083 0.824 3.614
O 0.936 0.842 2.694
C 4.695 3.516 -0.174
C 3.553 3.914 -1.165
N 3.138 5.257 -1.489
S 1.890 5.107 -2.638
N 1.706 3.406 -2.821
C 2.687 2.834 -1.934
H -1.702 -0.773 -1.144
H -0.450 -0.332 -0.196
H -0.353 1.599 -1.400
H -1.406 0.721 -2.689
H 0.804 1.280 -3.865
H 1.065 -0.793 -4.561
H 1.912 -0.655 -1.527
H 2.785 -0.519 -3.133
H 4.305 -0.182 -0.547
H 7.050 1.299 0.418
H 5.837 0.417 1.480
H 5.828 3.068 3.961
H 4.737 3.620 2.562
H 2.762 2.948 3.518
H 2.905 1.983 1.897
H 1.759 1.122 4.680
H 2.572 -0.212 3.668
H 0.718 -0.083 2.425
H 5.327 4.287 0.398
C -7.254 -0.480 -2.744
O -6.498 0.465 -3.486
C -7.304 1.412 -4.176
C -6.771 2.836 -3.997
O -6.874 3.369 -2.676
C -6.058 2.778 -1.662
C -4.552 2.984 -1.823
O -4.044 2.265 -2.945
C -3.148 3.019 -3.739
H -7.588 -1.290 -3.399
H -6.606 -0.897 -1.972
H -8.112 -0.015 -2.248
H -8.348 1.371 -3.859
H -7.259 1.155 -5.243
H -7.384 3.493 -4.623
H -5.755 2.935 -4.377
H -6.307 1.726 -1.532
H -6.355 3.271 -0.731
H -4.042 2.599 -0.936
H -4.342 4.055 -1.906
H -3.488 4.054 -3.866
H -3.106 2.560 -4.729
H -2.148 3.001 -3.295
C 0.229 -4.541 5.828
O 1.237 -4.511 4.828
C 1.755 -5.798 4.513
C 1.865 -6.001 2.999
O 0.622 -6.076 2.298
C -0.170 -4.889 2.230
C 0.428 -3.742 1.416
O 1.578 -3.190 2.056
C 2.659 -2.957 1.173
H 0.686 -4.566 6.821
H -0.363 -3.630 5.735
H -0.445 -5.395 5.699
H 1.153 -6.600 4.946
H 2.763 -5.854 4.945
H 2.349 -6.969 2.836
H 2.523 -5.264 2.542
H -0.460 -4.562 3.228
H -1.097 -5.190 1.734
H -0.310 -2.939 1.333
H 0.664 -4.101 0.409
H 2.778 -3.776 0.453
H 3.573 -2.902 1.767
H 2.517 -2.009 0.647
*
```

***

Here is C25H48Br2CaCl5F3N5O11P3S as an isolated structure in a non-equilibrium geometry from the Open Molecules 2025 dataset. Energies are from the ωB97M-V functional and the def2-TZVPD basis.

Results
- LUMO (eV) = -4.0981
- energy (eV) = -324647.8893
- strongest force on any atom (eV Å⁻¹) = 3.8
- HOMO level (eV) = -5.836

ORCA input file:
```
! wB97M-V def2-TZVPD RIJCOSX def2/J DEFGRID3
* xyz 0 1
C 3.435 2.999 0.101
C 4.084 1.567 0.228
N 3.338 0.489 -0.431
C 2.756 -0.490 0.426
P 4.201 -1.647 0.804
O 5.090 -1.883 -0.346
O 5.152 -0.901 1.946
O 3.789 -3.105 1.457
N 2.331 -0.078 1.820
C 0.919 -0.100 2.031
N 0.239 0.595 2.916
Br 1.245 1.684 4.061
C -1.228 0.607 3.092
C -2.040 1.336 1.957
O -3.250 0.612 1.538
C -4.219 0.694 2.578
C -4.401 -0.536 3.505
O -4.848 1.676 2.717
N 0.403 -0.980 1.026
P -0.493 -2.362 1.663
O -1.242 -3.272 0.390
Cl 0.777 -3.818 2.534
C 1.358 -1.095 -0.094
C 0.637 -0.293 -1.256
C 0.484 1.247 -1.031
C -0.761 1.797 -1.845
Br -0.081 2.967 -3.309
P 1.687 -2.741 -0.973
S 0.474 -3.178 -2.447
H 3.019 3.348 1.078
H 4.268 3.708 -0.115
H 2.710 3.090 -0.728
H 5.078 1.642 -0.300
H 4.318 1.422 1.299
H 3.802 0.099 -1.256
H 4.981 -1.363 2.788
H 4.637 -3.556 1.640
H 2.628 -0.873 2.398
H -1.673 -0.393 3.272
H -1.416 1.189 4.021
H -1.469 1.528 1.026
H -2.416 2.321 2.321
H -5.459 -0.812 3.641
H -3.898 -0.277 4.464
H -3.797 -1.360 3.061
H -2.168 -2.889 0.352
H 1.192 -0.420 -2.211
H -0.409 -0.728 -1.329
H 1.364 1.726 -1.506
H 0.475 1.596 0.020
H -1.311 0.988 -2.368
H -1.413 2.454 -1.242
H 2.984 -2.595 -1.556
H 1.757 -3.860 -0.113
C 8.484 0.321 2.157
Cl 8.680 2.070 2.060
Cl 9.567 -0.391 3.364
H 7.458 0.102 2.432
H 8.706 -0.114 1.186
F 4.475 0.571 -2.999
F 9.360 3.348 3.967
C -3.112 -2.362 -4.876
O -2.577 -3.510 -4.236
H -4.154 -2.550 -5.127
H -3.053 -1.502 -4.199
H -2.552 -2.158 -5.791
H -1.657 -3.316 -4.026
Ca -2.246 -0.932 -0.606
C -1.326 6.526 8.455
C -2.498 5.822 8.200
C -2.514 4.828 7.237
C -1.348 4.545 6.538
C -0.175 5.247 6.779
C -0.168 6.242 7.742
N -1.350 3.482 5.537
O -2.393 2.891 5.329
O -0.295 3.230 4.954
H -1.316 7.300 9.213
H -3.398 6.048 8.757
H -3.429 4.285 7.044
H 0.733 5.032 6.232
H 0.741 6.794 7.941
C -2.571 -6.258 -5.726
C -3.348 -6.328 -7.015
O -3.099 -5.590 -7.945
C -4.451 -7.353 -7.103
H -1.815 -5.480 -5.804
H -3.242 -6.012 -4.902
H -2.075 -7.213 -5.537
H -5.203 -7.156 -6.337
H -4.039 -8.355 -6.975
H -4.925 -7.291 -8.082
Cl -2.352 -1.070 -7.900
C -3.285 -1.891 -9.180
C -4.746 -1.509 -9.157
Cl -5.590 -2.145 -7.722
H -3.149 -2.966 -9.058
H -2.842 -1.597 -10.131
H -5.248 -1.927 -10.029
H -4.877 -0.428 -9.173
O 1.859 6.369 4.539
H 1.957 7.260 4.186
H 1.195 5.964 3.969
F 5.583 1.356 -1.903
*
```

***

Here is C25H48O13S2 as an isolated structure from the Open Molecules 2025 dataset. Energies are from the ωB97M-V functional and the def2-TZVPD basis.

Results
- LUMO (eV) = 0.0390
- energy (eV) = -74990.7212
- strongest force on any atom (eV Å⁻¹) = 0.8
- HOMO level (eV) = -9.141

ORCA input file:
```
! wB97M-V def2-TZVPD RIJCOSX def2/J DEFGRID3
* xyz 0 1
O -3.184 0.423 2.871
C -2.576 0.837 1.931
O -2.181 2.141 1.897
C -2.224 0.009 0.707
C -0.779 -0.424 0.708
O -0.314 -0.885 1.997
S 1.136 -1.456 1.700
O 2.003 -0.378 1.375
O 1.495 -2.404 2.681
O 0.723 -2.222 0.374
C -0.349 -1.524 -0.307
S -1.582 -2.760 -0.767
H -1.432 2.258 1.305
H -2.904 -0.837 0.653
H -2.348 0.624 -0.181
H -0.167 0.458 0.483
H 0.021 -1.036 -1.202
H -1.274 -3.571 0.253
C 5.326 -0.782 0.774
C 6.678 -0.875 1.442
O 7.700 -0.647 0.836
C 6.672 -1.273 2.894
H 5.449 -0.493 -0.268
H 4.815 -1.745 0.827
H 4.697 -0.051 1.285
H 6.208 -2.252 3.022
H 6.096 -0.547 3.473
H 7.690 -1.316 3.274
C 5.155 -6.508 2.325
C 5.044 -5.126 2.920
O 6.006 -4.558 3.385
C 3.682 -4.477 2.897
H 6.182 -6.859 2.398
H 4.495 -7.198 2.854
H 4.849 -6.489 1.277
H 2.960 -5.089 3.441
H 3.331 -4.379 1.868
H 3.735 -3.495 3.355
C -7.186 2.255 5.449
C -7.115 2.503 3.965
O -8.105 2.744 3.309
C -5.747 2.428 3.335
H -8.214 2.326 5.789
H -6.810 1.258 5.677
H -6.570 2.987 5.977
H -5.311 1.442 3.490
H -5.081 3.162 3.790
H -5.827 2.626 2.267
C -1.197 1.503 -4.013
C -2.099 0.446 -3.441
O -1.888 -0.036 -2.345
C -3.271 -0.001 -4.273
H -0.400 1.735 -3.314
H -0.757 1.159 -4.950
H -1.770 2.408 -4.222
H -2.918 -0.400 -5.225
H -3.921 0.850 -4.487
H -3.834 -0.766 -3.744
C 3.524 3.888 -4.728
C 2.245 3.838 -3.935
O 1.466 2.916 -4.034
C 1.977 4.994 -3.000
H 3.616 3.011 -5.362
H 3.542 4.785 -5.350
H 4.377 3.933 -4.047
H 1.942 5.928 -3.563
H 2.782 5.075 -2.267
H 1.031 4.845 -2.486
C -10.091 -0.147 3.633
C -9.502 -0.871 4.818
O -8.889 -0.285 5.680
C -9.715 -2.365 4.876
H -9.868 0.917 3.695
H -9.673 -0.547 2.707
H -11.172 -0.298 3.605
H -9.283 -2.839 3.992
H -10.783 -2.590 4.890
H -9.246 -2.769 5.770
C 7.332 2.113 -5.977
C 6.288 1.482 -6.866
O 5.138 1.855 -6.859
C 6.752 0.361 -7.763
H 6.881 2.903 -5.382
H 7.765 1.361 -5.315
H 8.138 2.529 -6.584
H 7.165 -0.451 -7.162
H 7.538 0.717 -8.431
H 5.916 -0.010 -8.350
*
```

***

Here is a 6-piece molecular cluster, C25H48O22PS5 overall in a non-equilibrium geometry from the Open Molecules 2025 dataset. Energies are from the ωB97M-V functional and the def2-TZVPD basis.

Results
- LUMO (eV) = 1.7523
- energy (eV) = -135205.1918
- strongest force on any atom (eV Å⁻¹) = 2.7
- HOMO level (eV) = -3.682

ORCA input file:
```
! wB97M-V def2-TZVPD RIJCOSX def2/J DEFGRID3
* xyz -1 1
C 3.847 -2.390 1.582
C 3.659 -0.972 0.848
C 2.963 -0.028 1.953
C 2.285 1.286 1.350
O 0.891 1.382 1.574
P 0.464 1.786 3.228
C -1.408 1.719 2.804
O -2.035 0.415 3.012
C -1.631 -0.536 2.091
C -1.930 -0.284 0.670
C -1.567 -1.272 -0.364
C -1.958 -0.955 -1.847
C -0.860 -2.500 0.037
C -0.578 -2.721 1.472
C -0.957 -1.793 2.520
C -0.729 -1.992 4.049
C 0.779 -2.121 4.484
C -1.441 -3.373 4.440
H 4.860 -2.839 1.394
H 3.008 -3.097 1.357
H 3.800 -2.207 2.697
H 2.990 -1.146 -0.033
H 4.685 -0.611 0.573
H 2.152 -0.657 2.401
H 3.755 0.286 2.680
H 2.876 2.178 1.694
H 2.428 1.229 0.226
H 0.496 0.387 3.594
H 1.868 1.908 3.648
H 0.491 3.224 2.964
H 0.077 2.107 4.607
H -1.591 2.165 1.786
H -1.907 2.417 3.537
H -2.443 0.673 0.395
H -2.979 -0.470 -1.817
H -1.252 -0.256 -2.359
H -2.110 -1.916 -2.419
H -0.547 -3.252 -0.732
H -0.050 -3.674 1.725
H -1.184 -1.153 4.630
H 1.330 -1.139 4.497
H 0.769 -2.456 5.567
H 1.351 -2.915 3.931
H -1.235 -3.662 5.500
H -2.541 -3.218 4.240
H -1.114 -4.160 3.701
C -5.415 -1.756 1.438
C -5.892 -0.646 2.349
O -6.857 0.073 1.570
S -7.611 -0.952 0.580
O -8.845 -1.333 1.179
O -7.525 -0.440 -0.749
O -6.581 -2.184 0.722
H -4.685 -1.387 0.713
H -4.983 -2.587 1.993
H -5.082 0.010 2.665
H -6.400 -1.046 3.231
C 6.921 0.834 -2.731
C 7.678 1.995 -2.118
O 6.664 2.859 -1.598
S 5.405 1.965 -1.106
O 5.513 1.760 0.296
O 4.229 2.472 -1.723
O 5.822 0.593 -1.847
H 6.517 1.096 -3.708
H 7.537 -0.059 -2.822
H 8.295 2.519 -2.845
H 8.303 1.666 -1.282
C -7.603 -1.256 -4.745
C -6.870 -2.203 -3.816
O -6.216 -3.136 -4.683
S -5.809 -2.387 -6.054
O -4.444 -1.994 -5.964
O -6.319 -3.142 -7.147
O -6.725 -1.071 -5.859
H -8.531 -1.701 -5.112
H -7.824 -0.302 -4.269
H -7.542 -2.718 -3.133
H -6.102 -1.677 -3.243
C 4.249 -2.445 -4.517
C 3.719 -2.178 -5.913
O 4.504 -1.085 -6.399
S 5.988 -1.181 -5.776
O 6.840 -1.804 -6.730
O 6.300 0.070 -5.167
O 5.664 -2.250 -4.613
H 3.853 -1.725 -3.798
H 4.026 -3.455 -4.177
H 2.661 -1.923 -5.914
H 3.887 -3.034 -6.572
C 0.033 7.502 1.513
C 1.041 6.386 1.720
O 0.937 6.052 3.103
S -0.584 6.275 3.592
O -1.254 5.026 3.555
O -0.566 7.109 4.747
O -1.086 7.152 2.326
H 0.426 8.460 1.866
H -0.269 7.597 0.471
H 2.056 6.691 1.474
H 0.777 5.499 1.138
*
```

***

Here is C25H48P4STl as an isolated structure in a non-equilibrium geometry from the Open Molecules 2025 dataset. Energies are from the ωB97M-V functional and the def2-TZVPD basis.

Results
- LUMO (spin up / spin down) (eV) = -12.4998 / -12.1031
- energy (eV) = -79356.4496
- strongest force on any atom (eV Å⁻¹) = 2.1
- HOMO level (spin up / spin down) (eV) = -16.326 / -16.275

ORCA input file:
```
! wB97M-V def2-TZVPD RIJCOSX def2/J DEFGRID3
* xyz 3 1
Tl -0.496 -0.245 -1.400
P 1.081 -0.459 1.997
P 2.199 0.889 -1.487
P -2.159 -1.646 0.612
H -0.378 -2.778 -7.958
C -1.474 -2.782 -7.816
C -2.163 -1.641 -7.888
H -1.641 -0.698 -8.067
C 2.122 -1.979 2.102
C 2.356 0.682 2.673
C 0.227 -0.684 3.610
C 1.945 1.394 -3.235
C 3.145 2.300 -0.789
C 3.454 -0.437 -1.658
C -3.486 -2.136 -0.555
C -3.211 -1.147 2.022
C -1.598 -3.310 1.149
H -1.956 -3.764 -7.701
H -3.247 -1.625 -7.856
H 2.564 -2.051 3.106
H 2.920 -1.925 1.351
H 1.511 -2.868 1.901
H 2.860 0.212 3.531
H 1.893 1.620 2.997
H 3.097 0.910 1.896
H 0.976 -0.956 4.367
H -0.537 -1.469 3.554
H -0.262 0.250 3.909
H 2.846 1.884 -3.631
H 1.104 2.106 -3.260
H 1.689 0.521 -3.854
H 4.231 2.106 -0.782
H 2.804 2.453 0.245
H 2.949 3.220 -1.365
H 4.275 -0.061 -2.291
H 2.994 -1.329 -2.118
H 3.841 -0.709 -0.662
H -4.124 -2.897 -0.082
H -3.061 -2.537 -1.486
H -4.083 -1.244 -0.799
H -3.913 -1.973 2.220
H -3.781 -0.246 1.754
H -2.607 -0.950 2.919
H -2.515 -3.910 1.277
H -1.041 -3.258 2.098
H -0.959 -3.761 0.374
C -1.502 -0.972 -4.162
C -1.058 -2.246 -3.720
C -0.016 -2.883 -4.411
C 0.466 -2.361 -5.634
C 0.108 -1.067 -5.998
C -0.867 -0.368 -5.296
S -2.574 -0.079 -3.196
H 0.463 -1.724 -0.752
H -1.493 -2.650 -2.793
H 0.402 -3.823 -4.056
H 1.024 -3.012 -6.319
H 0.496 -0.634 -6.937
H -1.189 0.599 -5.692
C -2.862 2.676 0.746
P -1.069 2.317 0.530
C -0.763 3.690 -0.651
C -0.470 3.076 2.123
C 0.619 3.966 2.241
C 1.097 4.345 3.497
C 0.487 3.874 4.655
C -0.635 3.061 4.567
C -1.128 2.681 3.312
H -3.414 2.372 -0.152
H -2.963 3.768 0.882
H -3.295 2.159 1.615
H -1.151 4.631 -0.234
H 0.308 3.781 -0.866
H -1.309 3.482 -1.584
H 1.102 4.369 1.350
H 1.956 5.009 3.569
H 0.866 4.171 5.629
H -1.130 2.708 5.477
H -2.030 2.078 3.286
*
```